1.
{
  "formula": "C3H6N2O",
  "method": "wB97M-V/def2-TZVPD",
  "smiles": "C=NNCC=O",
  "e_tot_ev": -8233.0824,
  "max_force_ev_per_a": 3.24,
  "homo_energy_ev": -8.93,
  "orbital_gap_ha": 0.3585,
  "multiplicity": 1,
  "relative_energy_kj_mol": 348.9,
  "symbols": ["C", "N", "N", "C", "C", "O", "H", "H", "H", "H", "H", "H"],
  "coordinates": [[1.777525, -0.379417, -1.287094], [0.591446, 0.102163, -1.569930], [-0.256003, 0.677403, -0.737220], [-0.180162, 0.363143, 0.670069], [-1.649908, -0.151733, 1.288278], [-2.760753, -0.078085, 0.770384], [2.261816, -0.835263, -2.206814], [2.331291, -0.318228, -0.272625], [-1.136690, 0.708451, -1.171298], [0.282674, -0.641484, 0.797695], [0.292163, 1.146682, 1.403043], [-1.553400, -0.593632, 2.315513]],
  "forces_ev_per_angstrom": [[-0.98, 0.62, -0.21], [2.76, -1.41, -0.94], [1.20, 0.26, 1.86], [-2.34, -0.92, 1.79], [-0.65, 1.45, -0.91], [2.88, -0.11, 0.63], [-0.34, 0.64, 1.58], [-1.04, -0.17, -1.67], [-1.38, 0.16, -0.04], [0.60, 0.74, -0.10], [-0.87, -1.42, -1.48], [0.15, 0.18, -0.52]],
  "lowdin_charge": [-0.08, -0.10, -0.10, -0.15, -0.18, 0.02, 0.07, 0.08, 0.10, 0.09, 0.14, 0.11]
}



2.
{
  "formula": "C15H13F2NOS",
  "method": "wB97M-V/def2-TZVPD",
  "smiles": "O=C(Cc1ccccc1)Nc1ccc(SC(F)F)cc1",
  "e_tot_ev": -35574.6127,
  "max_force_ev_per_a": 0.82,
  "homo_energy_ev": -8.63,
  "orbital_gap_ha": 0.3414,
  "multiplicity": 1,
  "relative_energy_kj_mol": 0.0,
  "symbols": ["O", "C", "C", "C", "C", "C", "C", "C", "C", "N", "C", "C", "C", "C", "S", "C", "F", "F", "C", "C", "H", "H", "H", "H", "H", "H", "H", "H", "H", "H", "H", "H", "H"],
  "coordinates": [[-2.434724, 2.363829, -0.328901], [-1.981248, 1.691403, -1.223202], [-2.152946, 2.057152, -2.698322], [-0.903493, 1.816874, -3.494307], [-0.783083, 0.708890, -4.326041], [0.389873, 0.476387, -5.024271], [1.458430, 1.346062, -4.894032], [1.348325, 2.451321, -4.065977], [0.176371, 2.684420, -3.370301], [-1.292557, 0.525125, -1.055733], [-0.938386, -0.124934, 0.123848], [-1.307875, 0.340128, 1.384541], [-0.922397, -0.354505, 2.514399], [-0.175004, -1.513681, 2.391249], [0.335835, -2.395209, 3.863556], [2.072379, -1.846063, 3.902830], [2.167504, -0.504411, 3.928222], [2.752644, -2.253334, 2.813262], [0.189629, -1.994851, 1.143758], [-0.185909, -1.295725, 0.015682], [-2.979596, 1.458360, -3.089619], [-2.446072, 3.107305, -2.736407], [-1.617561, 0.029381, -4.439372], [0.467399, -0.384988, -5.671298], [2.373143, 1.165105, -5.438028], [2.178808, 3.133555, -3.962729], [0.091086, 3.545325, -2.723478], [-0.946613, 0.087785, -1.901488], [-1.886817, 1.243929, 1.471609], [-1.198276, 0.003714, 3.493674], [2.551432, -2.260637, 4.799718], [0.770099, -2.900332, 1.058817], [0.104697, -1.657757, -0.960534]],
  "forces_ev_per_angstrom": [[-0.14, 0.21, 0.25], [0.00, -0.07, -0.45], [-0.05, 0.11, 0.13], [-0.03, -0.02, -0.21], [-0.07, 0.09, 0.02], [0.11, -0.08, -0.05], [0.04, -0.06, -0.06], [0.04, 0.06, 0.04], [-0.04, -0.03, -0.03], [0.12, -0.25, -0.29], [0.03, -0.13, 0.42], [-0.16, 0.22, -0.06], [0.11, -0.15, -0.16], [0.22, -0.37, 0.66], [0.28, 0.21, -0.20], [-0.52, -0.39, 0.50], [0.04, 0.45, 0.06], [0.26, -0.19, -0.36], [-0.09, 0.12, -0.14], [-0.04, 0.06, -0.03], [0.00, 0.05, -0.01], [-0.03, -0.10, 0.07], [-0.10, -0.04, -0.01], [0.01, -0.06, -0.06], [0.08, -0.01, -0.05], [0.07, 0.06, 0.01], [0.00, 0.11, 0.08], [-0.05, 0.17, 0.16], [-0.01, 0.01, -0.02], [-0.01, 0.05, 0.08], [-0.12, 0.06, -0.17], [0.02, -0.06, 0.00], [0.02, -0.03, -0.12]],
  "lowdin_charge": [0.08, -0.45, -0.05, -0.26, -0.06, -0.08, -0.09, -0.07, -0.03, 0.14, -0.21, 0.00, -0.09, -0.54, 0.98, -0.67, 0.02, 0.01, -0.10, -0.01, 0.13, 0.13, 0.11, 0.10, 0.10, 0.10, 0.12, 0.13, 0.10, 0.11, 0.12, 0.11, 0.11]
}



3.
{
  "formula": "C4H13NSi",
  "method": "wB97M-V/def2-TZVPD",
  "smiles": "C=[Si](N)CC.C",
  "e_tot_ev": -13724.2896,
  "max_force_ev_per_a": 4.79,
  "homo_energy_ev": -7.64,
  "orbital_gap_ha": 0.2894,
  "multiplicity": 1,
  "relative_energy_kj_mol": 272.6,
  "symbols": ["C", "Si", "N", "C", "C", "H", "H", "H", "H", "H", "H", "H", "H", "H", "C", "H", "H", "H", "H"],
  "coordinates": [[2.427693, 1.008613, 1.167380], [1.763449, 0.128270, -0.250428], [0.781365, 0.891010, -1.472754], [1.502459, -1.789382, -0.178700], [0.042758, -2.113803, -0.661955], [2.997755, 1.915270, 1.075833], [2.493099, 0.515617, 2.048529], [0.182990, 1.650164, -1.390970], [1.410184, 1.029079, -2.278824], [2.104028, -2.383113, -0.755641], [1.672650, -1.980254, 0.889747], [-0.091568, -3.114603, -0.818329], [-0.645015, -1.771049, -0.010180], [-0.020205, -1.667702, -1.680899], [-3.285532, 1.587676, 0.817771], [-2.290087, 2.074548, 0.815541], [-3.834001, 1.655497, 1.852396], [-4.029685, 1.786868, 0.072840], [-3.182329, 0.577293, 0.758646]],
  "forces_ev_per_angstrom": [[-1.10, -0.16, -4.65], [-0.10, 0.62, 2.40], [3.04, -1.97, -1.09], [-2.71, 2.40, 1.20], [3.61, 1.59, -2.33], [-0.38, 0.53, 0.03], [0.68, -1.70, 2.59], [-0.95, 1.55, 0.63], [-0.93, 0.02, 0.07], [2.13, -1.13, -1.28], [-0.02, -0.29, -0.22], [-0.26, -2.84, -0.08], [-2.51, 1.39, 1.87], [-0.52, -0.01, 0.86], [-1.12, 1.59, 2.91], [-1.00, 0.02, -0.21], [1.20, 0.50, -1.77], [0.06, 0.96, -0.60], [0.88, -3.08, -0.33]],
  "lowdin_charge": [-0.20, 0.67, -0.09, -0.30, -0.15, -0.06, -0.11, -0.01, 0.03, 0.02, 0.06, 0.03, 0.02, 0.07, -0.05, 0.03, 0.06, 0.00, -0.05]
}